Entry 1:
DFT (ωB97M-V/def2-TZVPD) results for a structure of composition C18H28O14Rb4 in a non-equilibrium geometry.

Charge: +2
Total energy in hartree: -1851.59992
Energy above the lowest of the compared OMol25 structures with the same formula, charge and spin in kJ/mol: 607.1
E_HOMO in eV: -8.9
HOMO-LUMO gap in eV: 3.2
LUMO level in Ha: -0.20830

```
64
C18H28O14Rb4 ωB97M-V/def2-TZVPD
Rb 41.10 -9.91 -17.41
Rb 42.31 -4.53 -21.36
Rb 37.17 -5.48 -13.87
Rb 39.39 -0.11 -15.29
O 39.19 -6.28 -19.28
C 37.88 -5.75 -19.30
C 37.75 -4.16 -18.94
O 37.59 -3.58 -17.68
H 37.18 -6.50 -18.92
H 37.50 -5.74 -20.32
H 36.82 -3.76 -19.34
H 38.58 -3.60 -19.36
C 31.13 -5.01 -15.13
C 31.56 -6.13 -16.09
C 32.56 -6.09 -17.15
O 33.16 -7.33 -17.24
C 32.82 -7.97 -16.17
O 33.12 -9.16 -16.00
O 31.96 -7.27 -15.37
H 31.94 -4.27 -15.07
H 30.90 -5.13 -14.07
H 30.28 -4.46 -15.54
H 30.62 -6.30 -16.62
H 33.45 -5.52 -16.89
H 32.09 -5.79 -18.09
C 32.56 -1.10 -19.92
C 33.71 -0.10 -19.58
C 34.84 0.01 -20.51
O 34.31 0.83 -21.53
C 33.48 1.70 -20.98
O 33.10 2.79 -21.39
O 33.22 1.23 -19.73
H 33.09 -2.04 -20.10
H 32.01 -0.95 -20.85
H 32.00 -1.19 -18.99
H 34.18 -0.41 -18.64
H 34.93 -0.88 -21.13
H 35.62 0.44 -19.88
C 42.94 1.84 -23.68
C 42.16 0.59 -23.64
C 40.97 0.47 -22.62
O 39.98 0.06 -23.50
C 40.29 -0.01 -24.82
O 39.65 -0.31 -25.80
O 41.48 0.33 -24.90
H 43.84 1.76 -24.28
H 43.25 2.17 -22.69
H 42.54 2.73 -24.16
H 42.83 -0.23 -23.39
H 40.59 1.29 -22.01
H 41.19 -0.35 -21.94
C 36.05 -10.88 -21.34
C 37.03 -11.42 -22.49
C 38.20 -10.37 -22.83
O 39.28 -11.22 -22.81
C 39.01 -12.50 -22.45
O 39.73 -13.48 -22.62
O 37.80 -12.56 -22.15
H 35.26 -11.62 -21.21
H 35.68 -9.86 -21.35
H 36.71 -10.88 -20.47
H 36.64 -11.56 -23.50
H 38.44 -9.71 -22.00
H 38.07 -9.89 -23.79
```

Mulliken atomic charges, in units of e:
1. Rb 0.95
2. Rb 0.92
3. Rb 0.90
4. Rb 0.92
5. O -0.95
6. C -0.30
7. C 0.01
8. O -0.94
9. H 0.22
10. H 0.15
11. H 0.08
12. H 0.04
13. C -1.30
14. C 0.65
15. C -0.44
16. O -0.25
17. C 0.60
18. O -0.60
19. O -0.36
20. H 0.29
21. H 0.36
22. H 0.33
23. H 0.15
24. H 0.31
25. H 0.27
26. C -1.29
27. C 0.35
28. C -0.44
29. O -0.35
30. C 0.62
31. O -0.54
32. O -0.39
33. H 0.35
34. H 0.34
35. H 0.33
36. H 0.37
37. H 0.35
38. H 0.29
39. C -1.49
40. C 0.62
41. C -0.26
42. O -0.35
43. C 0.72
44. O -0.57
45. O -0.36
46. H 0.37
47. H 0.36
48. H 0.37
49. H 0.13
50. H 0.28
51. H 0.15
52. C -1.21
53. C 0.26
54. C -0.31
55. O -0.36
56. C 0.71
57. O -0.60
58. O -0.32
59. H 0.31
60. H 0.37
61. H 0.31
62. H 0.34
63. H 0.23
64. H 0.27



Entry 2:
DFT (ωB97M-V/def2-TZVPD) results for a structure of composition C18H29AuF4N6O.

Charge: +2
Total energy in hartree: -1641.57598
⟨S²⟩: 2.050
Multiplicity: 3
E_HOMO (alpha / beta) in eV: -14.1 / -14.1
HOMO-LUMO gap (alpha / beta) in eV: 9.2 / 5.7
LUMO level (alpha / beta) in Ha: -0.17767 / -0.30743

```
59
C18H29AuF4N6O ωB97M-V/def2-TZVPD
Au 0.06 -0.75 -1.10
C 3.06 -0.17 -0.86
N 2.25 -1.40 -0.97
C 2.65 -2.23 -2.12
C 2.17 -2.12 0.32
C 1.03 -3.13 0.36
N -0.23 -2.45 0.03
C -1.42 -2.97 0.33
C -2.61 -2.21 0.08
F -2.50 -1.00 -0.46
C -3.86 -2.68 0.38
F -4.90 -1.91 0.13
C -4.03 -3.93 0.96
C -2.91 -4.70 1.22
F -3.04 -5.90 1.75
C -1.64 -4.26 0.92
F -0.63 -5.07 1.16
H 4.07 -0.43 -0.54
H 2.60 0.49 -0.12
H 3.10 0.32 -1.82
H 3.69 -2.55 -1.99
H 2.57 -1.65 -3.04
H 2.02 -3.11 -2.20
H 2.01 -1.36 1.08
H 3.11 -2.63 0.51
H 1.01 -3.55 1.36
H 1.19 -3.95 -0.33
H -5.02 -4.30 1.20
C 1.60 0.43 3.45
N 0.67 1.50 3.11
C 1.01 2.79 3.71
C 0.01 1.40 1.92
O 0.42 0.63 1.01
N -1.12 2.13 1.77
C -1.96 2.60 2.87
C -1.71 2.29 0.44
H 1.69 0.38 4.53
H 2.60 0.59 3.02
H 1.21 -0.52 3.09
H 2.06 3.03 3.52
H 0.85 2.76 4.79
H 0.40 3.58 3.29
H -1.66 2.13 3.80
H -3.00 2.31 2.66
H -1.92 3.68 2.97
H -0.97 2.07 -0.31
H -2.06 3.31 0.32
H -2.57 1.62 0.31
C -0.03 2.26 -5.48
N 0.11 2.60 -4.04
C 0.09 4.00 -3.55
C 0.18 1.64 -3.17
N 0.25 0.79 -2.39
H -0.04 3.19 -6.04
H -0.96 1.73 -5.66
H 0.81 1.66 -5.82
H 0.16 4.65 -4.41
H 0.94 4.19 -2.90
H -0.83 4.21 -3.02
```

Mulliken atomic charges, in units of e:
1. Au 0.60
2. C -0.83
3. N 0.27
4. C -0.96
5. C -0.96
6. C -0.66
7. N -0.06
8. C 0.36
9. C 0.30
10. F -0.25
11. C -0.06
12. F -0.26
13. C -0.30
14. C 0.03
15. F -0.25
16. C 0.64
17. F -0.27
18. H 0.37
19. H 0.20
20. H 0.35
21. H 0.37
22. H 0.30
23. H 0.29
24. H 0.05
25. H 0.49
26. H 0.62
27. H 0.42
28. H 0.53
29. C -0.99
30. N 0.07
31. C -1.06
32. C 0.45
33. O -0.19
34. N 0.13
35. C -1.18
36. C -0.90
37. H 0.41
38. H 0.31
39. H 0.22
40. H 0.37
41. H 0.31
42. H 0.38
43. H 0.40
44. H 0.39
45. H 0.33
46. H 0.04
47. H 0.45
48. H 0.31
49. C -0.77
50. N -0.01
51. C -0.74
52. C 0.47
53. N -0.38
54. H 0.27
55. H 0.34
56. H 0.33
57. H 0.28
58. H 0.32
59. H 0.33



Entry 3:
DFT (ωB97M-V/def2-TZVPD) results for a structure of composition C18H29BBe2Br3Cl2F10MgN2O12PS3 in a non-equilibrium geometry.

Charge: 0
Total energy in hartree: -13146.54456
E_HOMO in eV: -9.1
HOMO-LUMO gap in eV: 1.2
LUMO level in Ha: -0.28939

```
84
C18H29BBe2Br3Cl2F10MgN2O12PS3 ωB97M-V/def2-TZVPD
C -4.88 2.89 4.01
N -5.63 2.07 4.75
N -5.85 0.90 4.07
C -5.19 1.07 2.91
S -5.22 -0.34 1.78
C -4.71 -1.76 2.88
C -3.53 -1.38 3.84
C -2.18 -1.12 3.05
C -1.27 -2.43 3.09
C 0.01 -2.32 2.16
C 0.46 -3.72 1.56
C -0.13 -4.06 0.13
P 1.07 -3.80 -1.34
O -0.16 -3.54 -2.55
C -0.17 -2.22 -3.10
C 1.12 -1.53 -2.41
O 1.32 -2.09 -1.13
O -4.56 2.26 2.77
H -4.48 3.91 4.23
H -5.61 -1.93 3.54
H -4.50 -2.69 2.30
H -3.75 -0.53 4.53
H -3.34 -2.27 4.50
H -2.33 -0.80 1.98
H -1.61 -0.31 3.59
H -1.94 -3.28 2.79
H -0.98 -2.59 4.16
H -0.18 -1.56 1.35
H 0.85 -1.98 2.81
H 0.06 -4.52 2.26
H 1.58 -3.78 1.59
H -1.08 -3.50 -0.04
H -0.37 -5.16 0.13
H 2.05 -3.71 -2.45
H 1.01 -5.19 -1.77
H 2.22 -4.12 -0.50
H -1.18 -1.83 -2.76
H -0.02 -2.16 -4.21
H 0.85 -0.47 -2.20
H 2.03 -1.69 -3.14
C 2.40 2.20 -1.13
Br 1.66 1.06 0.24
Br 4.07 1.53 -1.82
Br 1.12 2.53 -2.56
H 2.61 3.16 -0.66
C 6.30 5.91 -1.13
C 5.74 5.87 0.28
C 6.52 5.00 1.22
O 5.54 4.63 2.17
C 4.34 4.65 1.53
O 3.33 4.20 1.97
O 4.45 5.24 0.31
H 5.53 6.24 -1.84
H 7.15 6.59 -1.19
H 6.63 4.92 -1.46
H 5.62 6.88 0.66
H 7.38 5.54 1.72
H 6.91 4.08 0.76
Be -3.60 2.33 0.67
C -5.99 -0.86 -2.19
F -7.25 -1.31 -2.20
F -5.98 0.26 -1.43
F -5.27 -1.79 -1.51
S -5.31 -0.55 -3.88
O -6.19 0.45 -4.45
O -5.38 -1.84 -4.55
O -3.95 -0.08 -3.65
B -2.35 6.02 4.44
F -1.80 4.80 3.95
F -3.75 5.83 4.67
F -1.71 6.38 5.65
F -2.15 7.04 3.47
Be 2.79 -1.71 -4.68
Cl 7.87 7.26 2.10
Mg -1.74 3.29 -1.20
C 3.40 -6.71 -6.13
F 2.23 -7.31 -6.39
F 4.14 -7.59 -5.43
F 4.01 -6.54 -7.31
S 3.18 -5.11 -5.22
O 2.51 -5.46 -3.98
O 2.36 -4.27 -6.10
O 4.52 -4.60 -5.02
Cl -1.69 3.13 2.10
```

Mulliken atomic charges, in units of e:
1. C -0.19
2. N -0.38
3. N -0.20
4. C 0.25
5. S -0.03
6. C -0.68
7. C -0.92
8. C -0.25
9. C -0.77
10. C -0.25
11. C -0.87
12. C -0.67
13. P 0.21
14. O -0.41
15. C -0.25
16. C 0.36
17. O -0.17
18. O 0.10
19. H 0.52
20. H 0.41
21. H 0.42
22. H 0.41
23. H 0.48
24. H 0.25
25. H 0.24
26. H 0.32
27. H 0.27
28. H 0.08
29. H 0.41
30. H 0.50
31. H 0.37
32. H 0.34
33. H 0.43
34. H -0.07
35. H 0.07
36. H 0.13
37. H 0.36
38. H 0.22
39. H -0.08
40. H 0.08
41. C -0.20
42. Br 0.08
43. Br -0.01
44. Br -0.17
45. H 0.25
46. C -1.35
47. C 0.37
48. C -0.29
49. O -0.27
50. C 0.67
51. O -0.49
52. O -0.35
53. H 0.37
54. H 0.34
55. H 0.32
56. H 0.45
57. H 0.14
58. H 0.31
59. Be 0.53
60. C 0.59
61. F -0.24
62. F -0.21
63. F -0.21
64. S 1.12
65. O -0.60
66. O -0.60
67. O -0.59
68. B 0.52
69. F -0.38
70. F -0.43
71. F -0.36
72. F -0.40
73. Be 0.47
74. Cl -0.21
75. Mg 0.80
76. C 0.44
77. F -0.20
78. F -0.20
79. F -0.19
80. S 1.19
81. O -0.58
82. O -0.65
83. O -0.64
84. Cl -0.18



Entry 4:
DFT (ωB97M-V/def2-TZVPD) results for a structure of composition C18H29BIInO20P in a non-equilibrium geometry.

Charge: -1
Total energy in hartree: -3062.26517
E_HOMO in eV: -3.5
HOMO-LUMO gap in eV: 5.2
LUMO level in Ha: 0.06285

```
71
C18H29BIInO20P ωB97M-V/def2-TZVPD
C -0.80 -2.88 -1.66
C -0.32 -1.94 -2.53
In -0.89 0.22 -2.59
I -0.77 0.94 -5.33
B 0.59 1.47 -1.38
O 0.09 2.62 -0.74
O 1.93 1.13 -1.23
C 2.66 1.35 -2.45
P -3.27 0.73 -1.84
O -3.55 2.17 -2.19
O -3.53 0.61 -0.20
O -4.35 -0.18 -2.71
H -1.35 -3.75 -2.07
H -0.72 -2.80 -0.56
H 0.43 -2.28 -3.28
H -0.62 2.96 -1.31
H 2.66 0.41 -3.04
H 2.25 2.19 -3.03
H 3.71 1.56 -2.17
H -3.73 1.50 0.12
H -4.86 0.47 -3.22
C -0.24 -2.73 -9.43
C -0.09 -3.78 -8.36
O -0.11 -3.01 -7.16
C -0.77 -1.85 -7.43
O -1.10 -1.05 -6.61
O -0.98 -1.71 -8.77
H -0.77 -3.09 -10.31
H 0.73 -2.31 -9.75
H -0.92 -4.48 -8.35
H 0.84 -4.33 -8.44
C -0.22 3.11 2.69
C -1.19 3.93 1.89
O -2.31 4.06 2.77
C -1.86 3.90 4.03
O -2.50 4.11 5.01
O -0.57 3.46 4.04
H 0.81 3.35 2.48
H -0.37 2.04 2.56
H -0.80 4.93 1.66
H -1.47 3.45 0.96
C 6.78 3.57 -0.67
C 7.28 3.23 -2.05
O 6.09 3.24 -2.83
C 5.19 4.04 -2.18
O 4.16 4.40 -2.64
O 5.63 4.37 -0.94
H 7.51 4.13 -0.08
H 6.48 2.69 -0.10
H 7.97 3.98 -2.44
H 7.76 2.25 -2.09
C -1.87 -0.67 4.67
C -2.26 -1.75 3.70
O -1.25 -1.66 2.69
C -0.16 -1.08 3.26
O 0.90 -1.00 2.74
O -0.45 -0.59 4.50
H -2.13 -0.92 5.69
H -2.31 0.30 4.41
H -2.21 -2.74 4.15
H -3.25 -1.60 3.28
C -2.22 -4.57 8.37
C -1.20 -3.64 7.77
O -1.86 -3.17 6.59
C -3.20 -3.31 6.79
O -4.04 -2.86 6.08
O -3.45 -4.03 7.92
H -2.18 -4.60 9.45
H -2.12 -5.59 7.98
H -0.98 -2.78 8.41
H -0.27 -4.13 7.52
```

Mulliken atomic charges, in units of e:
1. C -0.57
2. C -0.40
3. In 0.58
4. I -0.44
5. B 0.27
6. O -0.60
7. O -0.41
8. C -0.43
9. P 0.50
10. O -0.74
11. O -0.41
12. O -0.49
13. H 0.18
14. H 0.30
15. H 0.25
16. H 0.26
17. H 0.24
18. H 0.31
19. H -0.01
20. H 0.27
21. H 0.30
22. C -0.32
23. C -0.29
24. O -0.27
25. C 0.51
26. O -0.36
27. O -0.31
28. H 0.27
29. H 0.25
30. H 0.26
31. H 0.27
32. C 0.01
33. C 0.12
34. O -0.36
35. C 0.66
36. O -0.57
37. O -0.37
38. H 0.33
39. H -0.01
40. H 0.17
41. H 0.02
42. C -0.33
43. C -0.31
44. O -0.32
45. C 0.66
46. O -0.49
47. O -0.32
48. H 0.30
49. H 0.27
50. H 0.28
51. H 0.28
52. C -0.19
53. C -0.04
54. O -0.33
55. C 0.69
56. O -0.57
57. O -0.38
58. H 0.21
59. H 0.18
60. H 0.10
61. H 0.35
62. C -0.34
63. C -0.35
64. O -0.26
65. C 0.63
66. O -0.48
67. O -0.35
68. H 0.31
69. H 0.25
70. H 0.27
71. H 0.29



Question: Which value of total energy does entry 4 give?
Answer: -3062.26517 hartree